1.
A single C3H4O3 molecule at a distorted geometry, computed with ωB97M-V/def2-TZVPD.

SMILES: O=CC(O)C=O
Orbital gap: 10.2810 eV
Spin multiplicity: 1
Calculated total energy: -342.33460 Eh
HOMO energy: -10.1 eV
Energy above the lowest of the compared OMol25 structures with the same formula, charge and spin: 76.1 kcal/mol

CARTESIAN COORDINATES (ANGSTROEM)
O 2.06513 -0.89526 -0.47366
C 0.97464 -0.91419 0.11742
C 0.07098 0.13149 0.42462
O 0.67333 1.21510 -0.31729
C -1.24600 0.09753 -0.26548
O -1.84639 -1.03071 -0.31013
H 0.58965 -1.98303 0.22124
H -0.09298 0.17994 1.53624
H 0.50059 2.13347 -0.08348
H -1.68896 1.06567 -0.84949


2.
A molecular structure, C4H9O2P at a distorted geometry, computed with ωB97M-V/def2-TZVPD.

Orbital gap: 10.3795 eV
Spin multiplicity: 1
Calculated total energy: -649.69189 Eh
HOMO energy: -9.6 eV
Energy above the lowest of the compared OMol25 structures with the same formula, charge and spin: 0.0 kcal/mol

CARTESIAN COORDINATES (ANGSTROEM)
O 0.81465 1.60632 -1.38198
O 0.81625 1.85107 1.10672
C -0.52360 1.61842 1.53119
C -0.87669 0.13425 1.33946
C 2.76280 0.27956 -0.16284
C -0.11468 -0.39776 0.15163
P 1.07280 0.89080 -0.11707
H -1.22766 2.23614 0.89714
H -0.63844 1.94439 2.56958
H -0.64862 -0.41071 2.24050
H -1.93466 -0.01074 1.16759
H 3.45456 1.11416 0.08513
H 2.86543 -0.52524 0.57905
H 3.04149 -0.07920 -1.14910
H -0.78770 -0.46791 -0.73060
H 0.39089 -1.31672 0.34043


Question: Which of these has the lowest calculated total energy?
Answer: C4H9O2P